No. 1
ORCA calculation (ωB97M-V with the def2-TZVPD basis set) on C18H18Br2MnN2O5PSTe as an isolated structure.

Structure (XYZ):
```
49
Properties=species:S:1:pos:R:3:lowdin_spin:R:1
Mn -0.40 -0.24 -1.27 1.906
Br 0.94 4.60 -1.36 0.002
C 2.00 3.05 -1.31 0.009
C 3.40 3.17 -1.24 -0.002
C 4.21 2.07 -1.22 0.007
Br 6.09 2.30 -1.12 0.001
C 3.65 0.77 -1.27 -0.001
C 4.37 -0.44 -1.25 0.009
C 3.70 -1.64 -1.30 -0.002
C 2.30 -1.64 -1.37 0.008
N 1.61 -0.52 -1.40 -0.013
C 2.25 0.68 -1.34 0.000
C 1.38 1.81 -1.36 -0.003
O 0.10 1.60 -1.42 0.009
H 3.83 4.16 -1.21 0.000
H 5.45 -0.42 -1.19 0.001
H 4.23 -2.58 -1.28 0.000
H 1.74 -2.56 -1.40 0.000
O -2.15 0.29 -1.71 -0.002
N -3.05 -0.66 -2.00 0.000
C -4.35 -0.28 -2.00 0.003
C -5.32 -1.19 -2.29 0.000
C -4.96 -2.51 -2.56 0.003
C -3.63 -2.87 -2.53 0.000
C -2.65 -1.92 -2.23 0.004
S -0.97 -2.26 -2.13 -0.011
H -4.50 0.76 -1.75 0.000
H -6.36 -0.87 -2.28 0.000
H -5.72 -3.25 -2.78 0.000
H -3.32 -3.88 -2.72 0.000
C -0.28 2.69 1.89 0.000
C -1.49 1.80 2.06 0.000
O -1.08 0.55 2.66 0.001
P -1.15 -0.78 1.78 0.010
O -0.27 -0.44 0.54 0.058
Te -3.30 -1.57 1.41 0.004
O -0.30 -1.78 2.66 0.001
C 1.03 -1.42 3.10 0.000
C 1.02 -1.14 4.58 0.000
H -0.58 3.65 1.46 0.000
H 0.43 2.22 1.21 0.000
H 0.20 2.87 2.85 0.000
H -1.99 1.61 1.11 0.000
H -2.23 2.23 2.74 0.000
H 1.39 -0.56 2.53 0.000
H 1.66 -2.27 2.86 0.000
H 0.38 -0.28 4.80 0.000
H 2.03 -0.92 4.93 0.000
H 0.64 -2.00 5.13 0.000
```

Computed properties:
Total charge: 0
Frontier orbital gap (spin up / spin down) (eV): 6.25 / 6.40
Calculated total energy (Eh): -8489.1372
<S²>: 2.09
ΔE to the lowest compared entry with this formula, charge and spin (kJ/mol): 1.3
LUMO energy (spin up / spin down) (eV): -1.04 / -0.89
Spin multiplicity: 3

***

No. 2
ORCA calculation (ωB97M-V with the def2-TZVPD basis set) on the molecule C18H18Cl2N4O2S at a distorted geometry.

Structure (XYZ):
```
45
Properties=species:S:1:pos:R:3:lowdin_charge:R:1
C -7.13 1.58 0.17 -0.085
C -6.31 0.51 0.86 -0.241
O -5.00 0.28 0.26 -0.002
C -4.20 -0.46 1.10 -0.479
O -4.56 -1.00 2.13 0.072
N -2.83 -0.54 0.77 -0.024
C -2.27 0.25 -0.32 -0.151
C -0.86 0.74 0.00 -0.129
N 0.04 -0.43 0.21 -0.042
C 1.42 -0.35 -0.09 -0.208
N 1.89 0.87 -0.32 0.144
C 3.19 1.19 -0.67 -0.216
C 3.39 2.32 -1.48 -0.029
C 4.68 2.77 -1.81 -0.654
Cl 4.88 4.15 -2.91 0.619
C 5.81 2.15 -1.31 -0.664
Cl 7.47 2.62 -1.76 0.617
C 5.64 1.04 -0.50 -0.049
C 4.34 0.52 -0.17 -0.144
N 4.32 -0.66 0.61 0.075
C 3.55 -1.73 0.20 -0.306
C 4.07 -2.99 -0.06 -0.328
S 2.89 -3.97 -0.89 0.987
C 1.72 -2.67 -0.87 -0.341
C 2.19 -1.56 -0.26 -0.211
C -0.59 -1.67 0.78 -0.115
C -1.87 -1.36 1.57 -0.094
H -6.60 2.53 0.21 0.072
H -8.12 1.72 0.68 0.097
H -7.26 1.30 -0.90 0.083
H -6.17 0.84 1.92 0.131
H -6.90 -0.42 0.90 0.126
H -2.22 -0.32 -1.23 0.118
H -2.80 1.17 -0.60 0.128
H -0.85 1.36 0.92 0.130
H -0.48 1.38 -0.86 0.137
H 2.55 2.90 -1.88 0.111
H 6.56 0.60 -0.17 0.099
H 5.18 -0.92 1.09 0.143
H 5.04 -3.36 0.23 0.071
H 0.77 -2.72 -1.35 0.073
H 0.18 -2.16 1.40 0.133
H -0.80 -2.36 0.00 0.089
H -1.64 -0.83 2.52 0.132
H -2.31 -2.31 1.89 0.125
```

Computed properties:
Total charge: 0
SMILES: CCOC(=O)N1CCN(C2=Nc3cc(Cl)c(Cl)cc3Nc3cscc32)CC1
Frontier orbital gap (eV): 7.90
Calculated total energy (Eh): -2384.7829
ΔE to the lowest compared entry with this formula, charge and spin (kJ/mol): 166.8
LUMO energy (eV): 0.26
Spin multiplicity: 1

***

No. 3
ORCA calculation (ωB97M-V with the def2-TZVPD basis set) on C18H18Cl3FN3O9SeTi as an isolated structure.

Structure (XYZ):
```
54
Properties=species:S:1:pos:R:3:lowdin_charge:R:1
Ti -0.46 -4.79 0.01 1.099
C 3.57 1.07 -1.33 -0.053
C 3.40 0.80 0.16 -0.174
N 2.28 -0.12 0.43 -0.014
C 2.55 -1.42 0.56 0.067
C 1.60 -2.40 0.71 -0.015
C 2.09 -3.81 0.83 -0.515
O 3.26 -4.07 0.80 0.144
O 1.13 -4.72 1.01 -0.127
C 0.23 -2.03 0.72 -0.260
O -0.73 -2.84 0.77 -0.078
C -0.06 -0.61 0.62 -0.032
C -1.39 -0.18 0.66 0.114
C -1.68 1.14 0.51 -0.180
F -2.96 1.54 0.60 0.080
C -0.68 2.10 0.28 -0.133
C 0.64 1.67 0.25 0.059
C 0.97 0.33 0.44 -0.106
N -0.97 3.46 0.03 -0.098
C -2.29 3.89 -0.40 -0.126
C -2.18 5.33 -0.91 -0.072
N -0.78 5.56 -1.38 0.059
C 0.18 5.57 -0.21 -0.066
C -0.28 4.50 0.78 -0.122
H 4.40 1.77 -1.49 0.085
H 2.67 1.50 -1.77 0.070
H 3.80 0.15 -1.86 0.091
H 3.25 1.71 0.74 0.117
H 4.30 0.33 0.56 0.129
H 3.59 -1.72 0.53 0.160
H -2.18 -0.90 0.81 0.154
H 1.41 2.39 0.02 0.107
H -3.05 3.87 0.40 0.135
H -2.64 3.23 -1.19 0.141
H -2.37 6.07 -0.13 0.139
H -2.86 5.52 -1.74 0.142
H -0.70 6.43 -1.91 0.187
H -0.52 4.79 -2.00 0.185
H 0.18 6.57 0.21 0.139
H 1.17 5.35 -0.62 0.135
H -0.94 4.94 1.54 0.139
H 0.58 4.09 1.31 0.133
Cl -1.61 -4.88 3.26 0.675
C -2.39 -6.13 2.26 -1.468
Cl -3.45 -7.13 3.19 0.692
Cl -1.09 -7.11 1.52 0.721
C -3.14 -5.34 1.13 -0.725
O -4.30 -5.10 1.23 0.127
O -2.34 -4.97 0.17 -0.160
O -1.00 -5.25 -3.64 -0.362
Se 0.19 -5.12 -2.62 0.944
O -0.10 -3.78 -1.54 -0.441
O -0.04 -6.14 -1.25 -0.476
O 1.71 -5.10 -3.09 -0.367
```

Computed properties:
Total charge: +1
Frontier orbital gap (eV): 8.21
Calculated total energy (Eh): -6269.3428
ΔE to the lowest compared entry with this formula, charge and spin (kJ/mol): 33.8
LUMO energy (eV): -3.70
Spin multiplicity: 1

***

No. 4
ORCA calculation (ωB97M-V with the def2-TZVPD basis set) on C18H18CrN5O8 as an isolated structure at a distorted geometry.

Structure (XYZ):
```
50
Properties=species:S:1:pos:R:3:lowdin_spin:R:1
Cr 0.96 -0.60 -0.38 3.649
C -3.26 2.38 2.91 0.000
O -1.92 2.10 2.55 0.001
C -1.64 1.13 1.65 0.002
O -0.51 0.96 1.29 0.023
N -2.72 0.42 1.18 0.000
N -2.54 -0.67 0.32 0.003
H -3.21 3.27 3.55 0.000
H -3.71 1.57 3.49 0.000
H -3.88 2.60 2.04 0.000
H -3.56 0.37 1.72 0.000
H -2.19 -0.30 -0.56 0.001
H -1.78 -1.25 0.67 0.001
O 4.42 -1.13 5.58 0.001
C 4.80 -0.39 4.66 0.001
O 5.79 0.36 4.55 0.001
C 3.85 -0.37 3.41 0.014
C 4.19 0.36 2.28 -0.003
C 3.35 0.34 1.18 0.016
N 2.20 -0.35 1.16 0.002
C 1.86 -1.04 2.27 0.015
C 2.65 -1.08 3.40 -0.003
C 0.56 -1.80 2.14 0.010
O 0.02 -2.33 3.09 0.011
O 0.10 -1.81 0.92 0.031
H 5.11 0.92 2.27 0.000
H 3.58 0.88 0.27 0.001
H 2.35 -1.65 4.27 0.000
O 2.72 0.80 -3.73 0.014
C 2.00 0.74 -2.75 0.011
O 2.25 0.12 -1.65 0.038
C 0.68 1.49 -2.78 0.004
C 0.39 2.34 -3.84 0.001
C -0.76 3.09 -3.81 0.001
C -1.61 2.97 -2.71 0.001
C -1.25 2.08 -1.71 0.004
N -0.14 1.35 -1.74 0.031
H 1.11 2.39 -4.65 0.000
H -1.01 3.77 -4.62 0.000
H -2.51 3.55 -2.64 0.000
H -1.89 1.95 -0.85 0.000
C -2.49 -3.80 -2.47 0.003
C -1.27 -3.26 -3.23 0.013
C -0.55 -2.28 -2.44 0.074
N -0.02 -1.52 -1.77 0.022
H -3.02 -4.52 -3.09 0.000
H -3.16 -2.99 -2.20 0.000
H -2.17 -4.29 -1.55 0.000
H -1.58 -2.79 -4.17 0.002
H -0.58 -4.07 -3.48 0.003
```

Computed properties:
Total charge: -1
Frontier orbital gap (spin up / spin down) (eV): 6.86 / 6.84
Calculated total energy (Eh): -2617.0987
<S²>: 6.01
ΔE to the lowest compared entry with this formula, charge and spin (kJ/mol): 87.1
LUMO energy (spin up / spin down) (eV): 1.88 / 1.86
Spin multiplicity: 5

***

No. 5
ORCA calculation (ωB97M-V with the def2-TZVPD basis set) on a 3-piece molecular cluster, C18H18F17NO6PS overall at a distorted geometry.

Structure (XYZ):
```
62
Properties=species:S:1:pos:R:3:lowdin_charge:R:1
C 4.62 -5.45 4.30 0.015
C 3.31 -5.11 3.60 -0.295
F 2.53 -6.25 3.43 0.026
C 3.45 -4.53 2.22 -0.097
C 2.60 -3.51 1.78 0.123
C 2.73 -3.03 0.49 -0.060
C 1.83 -1.93 0.01 -0.486
O 1.88 -0.87 0.51 0.201
O 1.02 -2.24 -1.00 0.171
C 3.70 -3.56 -0.35 0.068
C 4.52 -4.57 0.13 -0.238
P 5.81 -5.36 -0.88 0.166
O 6.83 -4.21 -1.22 -0.140
O 5.10 -5.65 -2.28 -0.159
S 6.50 -6.90 0.03 0.415
N 4.37 -5.01 1.39 0.147
H 5.49 -5.26 3.67 0.078
H 4.71 -4.84 5.18 0.093
H 4.62 -6.48 4.62 0.102
H 2.72 -4.44 4.21 0.151
H 1.86 -3.12 2.46 0.154
H 0.68 -3.14 -0.90 0.141
H 3.81 -3.20 -1.36 0.147
H 7.31 -4.45 -2.03 0.111
H 4.22 -6.02 -2.12 0.096
H 5.01 -5.76 1.68 0.097
C 1.12 3.50 0.75 -0.040
C 0.87 2.34 1.72 -0.438
C -0.16 1.27 1.33 -0.306
F -1.38 1.82 1.14 0.097
F -0.27 0.38 2.35 0.086
F 0.59 2.83 2.95 0.137
F 2.06 1.67 1.82 0.094
O 0.44 4.72 0.94 0.057
C -0.83 4.93 0.47 -0.541
C -1.86 5.09 1.60 -0.279
F -1.81 4.06 2.46 0.102
F -3.09 5.10 1.03 0.102
F -1.19 3.97 -0.41 0.134
F -0.82 6.10 -0.20 0.153
H 2.17 3.76 0.90 0.150
H 1.04 3.16 -0.29 0.147
H 0.14 0.74 0.43 0.149
H -1.69 6.02 2.14 0.178
C -4.30 3.19 -1.77 -0.047
C -4.29 1.77 -2.35 -0.437
C -4.14 1.60 -3.87 -0.308
F -5.12 2.22 -4.55 0.105
F -4.18 0.28 -4.16 0.092
F -5.36 1.08 -1.91 0.137
F -3.18 1.17 -1.82 0.089
O -5.55 3.81 -1.49 0.055
C -6.27 4.48 -2.45 -0.544
C -7.60 3.78 -2.78 -0.286
F -7.41 2.49 -3.11 0.101
F -8.17 4.42 -3.82 0.104
F -5.54 4.72 -3.55 0.151
F -6.60 5.67 -1.92 0.148
H -3.85 3.08 -0.78 0.135
H -3.64 3.86 -2.32 0.148
H -3.17 2.00 -4.20 0.172
H -8.26 3.83 -1.91 0.176
```

Computed properties:
Total charge: +1
Frontier orbital gap (eV): 7.48
Calculated total energy (Eh): -3640.0185
LUMO energy (eV): -5.33
Spin multiplicity: 1

***

No. 6
ORCA calculation (ωB97M-V with the def2-TZVPD basis set) on the molecule C18H18F2N4O3 at a distorted geometry.

Structure (XYZ):
```
45
Properties=species:S:1:pos:R:3:lowdin_charge:R:1
C 3.58 3.37 2.49 -0.064
C 3.09 2.11 3.19 -0.193
N 1.97 1.50 2.50 -0.059
C 2.26 0.62 1.40 -0.127
C 2.42 -0.85 1.84 -0.114
N 2.52 -1.70 0.69 -0.181
C 1.52 -2.32 0.04 -0.077
C 2.07 -2.93 -1.06 -0.073
C 3.43 -2.60 -0.99 -0.163
N 3.68 -1.85 0.06 0.071
C 0.72 1.79 2.92 -0.408
O 0.47 2.56 3.83 0.086
C -0.40 1.10 2.21 -0.184
C -1.50 1.74 1.58 0.092
C -2.31 0.71 1.20 -0.223
C -3.60 0.67 0.45 -0.100
O -3.49 1.22 -0.84 -0.025
C -2.78 0.54 -1.79 -0.257
C -2.66 1.19 -3.03 0.000
C -1.98 0.59 -4.07 0.007
C -1.39 -0.65 -3.89 -0.215
F -0.72 -1.22 -4.90 0.083
C -1.50 -1.29 -2.66 -0.197
F -0.95 -2.50 -2.47 0.089
C -2.19 -0.70 -1.61 0.071
O -1.74 -0.45 1.58 0.013
N -0.57 -0.19 2.20 0.130
H 4.41 3.80 3.03 0.075
H 2.78 4.11 2.45 0.078
H 3.90 3.15 1.47 0.068
H 3.89 1.37 3.26 0.121
H 2.75 2.37 4.20 0.120
H 1.45 0.68 0.66 0.128
H 3.18 0.95 0.91 0.126
H 1.54 -1.14 2.43 0.108
H 3.32 -0.96 2.44 0.126
H 0.51 -2.29 0.42 0.111
H 1.57 -3.52 -1.80 0.084
H 4.22 -2.88 -1.66 0.094
H -1.65 2.79 1.44 0.130
H -3.98 -0.36 0.43 0.141
H -4.34 1.31 0.95 0.145
H -3.13 2.15 -3.15 0.121
H -1.89 1.08 -5.02 0.124
H -2.24 -1.25 -0.68 0.116
```

Computed properties:
Total charge: 0
SMILES: CCN(CCn1cccn1)C(=O)c1cc(COc2ccc(F)c(F)c2)on1
Frontier orbital gap (eV): 9.60
Calculated total energy (Eh): -1341.1288
ΔE to the lowest compared entry with this formula, charge and spin (kJ/mol): 57.0
LUMO energy (eV): 0.59
Spin multiplicity: 1

***

no.,molar mass (g/mol)
1,747.74
2,425.34
3,672.54
4,484.36
5,730.35
6,376.36